95
Properties=species:S:1:pos:R:3 method="wB97M-V/def2-TZVPD" e_lumo_ha="-0.1714 / -0.1583" spin_multiplicity=2 charge=+1 homo_ev="-10.0491 / -10.1996" s2=0.885
Tc -1.074 -0.614 -0.221
C -0.526 0.483 -6.519
C -1.714 0.843 -5.628
N -1.316 1.563 -4.434
C -0.909 0.986 -3.290
S -0.358 2.057 -2.061
N -0.918 -0.316 -3.216
N -0.576 -1.013 -2.152
C -0.007 -2.189 -2.386
C 0.295 -2.601 -3.787
C 0.329 -2.960 -1.238
C 0.884 -4.250 -1.269
C 1.218 -4.877 -0.092
C 1.021 -4.194 1.108
C 0.446 -2.943 1.075
N 0.074 -2.337 -0.053
H -0.884 0.043 -7.448
H 0.123 -0.237 -6.025
H 0.063 1.368 -6.758
H -2.240 -0.063 -5.319
H -2.408 1.484 -6.177
H -1.070 2.536 -4.550
H 0.615 -1.727 -4.350
H -0.604 -2.990 -4.265
H 1.071 -3.356 -3.822
H 1.011 -4.754 -2.212
H 1.623 -5.878 -0.097
H 1.285 -4.640 2.052
H 0.257 -2.408 1.994
C 3.251 0.851 5.868
C 3.249 2.018 4.868
C 2.492 3.212 5.468
C 4.698 2.445 4.619
C 2.555 1.570 3.591
C 1.240 1.112 3.648
C 0.622 0.701 2.495
Br -1.183 -0.001 2.536
C 1.231 0.707 1.216
O 0.544 0.348 0.181
C 2.586 1.126 1.168
C 3.178 1.558 2.346
C 3.441 1.102 -0.097
C 2.755 0.513 -1.333
C 3.855 2.545 -0.425
C 4.678 0.230 0.180
H 3.776 1.139 6.777
H 3.755 -0.014 5.441
H 2.243 0.554 6.145
H 2.989 3.557 6.371
H 1.470 2.951 5.727
H 2.470 4.036 4.759
H 5.162 2.733 5.558
H 4.742 3.303 3.953
H 5.280 1.631 4.195
H 0.701 1.080 4.579
H 4.196 1.900 2.291
H 1.899 1.108 -1.638
H 2.430 -0.511 -1.161
H 3.465 0.504 -2.157
H 2.972 3.154 -0.611
H 4.477 2.560 -1.316
H 4.416 2.996 0.387
H 4.369 -0.779 0.450
H 5.293 0.629 0.982
H 5.292 0.172 -0.715
C -4.127 1.185 -2.438
O -3.338 1.975 -1.559
P -2.587 1.314 -0.278
O -2.342 2.631 0.593
C -1.434 3.702 0.403
O -3.791 0.702 0.579
C -4.979 1.430 0.894
H -4.575 0.343 -1.909
H -3.527 0.804 -3.267
H -4.908 1.839 -2.829
H -1.632 4.402 1.213
H -1.609 4.191 -0.554
H -0.400 3.358 0.461
H -5.819 0.736 0.820
H -5.134 2.260 0.203
H -4.906 1.812 1.913
C -3.359 -3.709 -1.213
C -3.433 -2.684 -0.061
C -4.895 -2.276 0.188
C -2.862 -3.339 1.212
O -2.712 -1.560 -0.420
H -3.861 -4.625 -0.917
H -2.316 -3.925 -1.440
H -3.837 -3.318 -2.107
H -5.513 -3.141 0.403
H -5.289 -1.778 -0.694
H -4.936 -1.589 1.028
H -3.537 -4.113 1.571
H -2.744 -2.593 1.996
H -1.895 -3.792 1.002

20
Properties=species:S:1:pos:R:3 method="wB97M-V/def2-TZVPD" e_lumo_ha="-0.3041 / -0.3345" spin_multiplicity=2 charge=+1 e_above_lowest_kcal_mol=172.2 homo_ev="-14.0750 / -13.9892" s2=1.761
N -0.500 0.411 1.475
C -1.189 -0.155 0.246
C -2.342 0.723 -0.032
C -0.253 -0.476 -0.957
N 0.373 0.845 -1.403
O -0.806 -1.154 -1.937
H 0.360 -0.176 1.606
H -1.120 0.389 2.172
H -1.595 -1.143 0.477
H -2.147 1.730 0.240
H -2.607 0.662 -1.085
H -3.051 0.398 0.672
H 1.337 1.108 -1.079
H 0.313 1.047 -2.406
H 2.525 -0.178 -1.095
H 2.792 -0.149 0.510
O 3.193 0.027 -0.415
H 0.572 -1.069 -0.466
H 2.211 -1.789 1.945
O 1.934 -1.051 1.533

115
Properties=species:S:1:pos:R:3 method="wB97M-V/def2-TZVPD" smiles="CC(C)Cc1c(CC(=O)I)ccc2c1N(C(F)(F)c1cccc(C(F)(F)F)c1)c1cc(CCCF)ccc1S2.O=C1OCCO1.O=C1OCCO1.O=C1OCCO1.O=C1OCCO1.O=C1OCCO1" e_lumo_ha=0.0112 charge=0 homo_ev=-7.7315
C 1.873 -3.701 0.777
C 1.658 -2.490 1.670
C 2.184 -2.847 3.087
C 2.494 -1.274 1.178
C 2.554 -1.038 -0.318
C 3.756 -1.149 -1.030
C 5.080 -1.497 -0.400
C 5.613 -2.908 -0.648
O 6.603 -3.266 -0.138
I 4.579 -4.251 -1.985
C 3.780 -0.910 -2.406
C 2.634 -0.572 -3.097
C 1.459 -0.449 -2.375
C 1.385 -0.664 -1.009
N 0.191 -0.494 -0.228
C 0.052 0.858 0.344
F -1.027 1.513 -0.171
F -0.256 0.694 1.666
C 1.239 1.783 0.215
C 1.544 2.436 -0.969
C 2.633 3.293 -1.082
C 3.417 3.523 0.037
C 3.114 2.907 1.247
C 3.924 3.178 2.478
F 5.219 3.348 2.184
F 3.848 2.159 3.358
F 3.512 4.264 3.147
C 2.036 2.032 1.329
C -1.035 -0.850 -0.908
C -2.068 -1.355 -0.129
C -3.318 -1.672 -0.666
C -4.382 -2.184 0.287
C -5.843 -1.931 -0.138
C -6.666 -1.157 0.884
F -6.959 0.133 0.437
C -3.519 -1.487 -2.029
C -2.493 -0.986 -2.827
C -1.263 -0.667 -2.264
S 0.002 0.019 -3.289
H 1.239 -4.516 1.137
H 2.898 -4.060 0.866
H 1.615 -3.511 -0.256
H 0.607 -2.226 1.723
H 2.877 -3.679 3.004
H 1.376 -3.079 3.777
H 2.710 -1.998 3.522
H 2.090 -0.411 1.700
H 3.479 -1.443 1.594
H 5.833 -0.849 -0.848
H 5.129 -1.324 0.667
H 4.722 -0.985 -2.932
H 2.688 -0.386 -4.158
H 0.936 2.271 -1.848
H 2.821 3.757 -2.034
H 4.265 4.193 -0.009
H 1.815 1.570 2.275
H -1.903 -1.493 0.932
H -4.229 -1.670 1.234
H -4.216 -3.245 0.473
H -5.930 -1.406 -1.084
H -6.331 -2.898 -0.253
H -6.132 -1.060 1.829
H -7.608 -1.650 1.097
H -4.471 -1.719 -2.481
H -2.668 -0.839 -3.882
O -8.011 -2.087 3.504
C -8.658 -1.094 3.574
O -8.529 -0.154 4.539
C -9.299 0.989 4.152
C -10.322 0.385 3.213
O -9.622 -0.746 2.689
H -9.743 1.464 5.022
H -8.642 1.702 3.651
H -11.214 0.036 3.735
H -10.617 1.057 2.411
O 0.625 -3.335 -2.402
C -0.026 -4.308 -2.207
O 0.076 -5.461 -2.912
C -0.693 -6.462 -2.238
C -1.691 -5.631 -1.458
O -0.972 -4.415 -1.245
H -1.159 -7.133 -2.954
H -0.030 -7.037 -1.589
H -2.592 -5.410 -2.033
H -1.974 -6.080 -0.509
O 5.776 1.938 8.499
C 5.998 2.487 7.471
O 6.189 3.825 7.338
C 6.655 4.078 6.009
C 6.138 2.875 5.251
O 6.096 1.869 6.269
H 6.259 5.020 5.637
H 7.745 4.131 6.022
H 5.139 3.028 4.870
H 6.791 2.571 4.437
O 2.203 1.935 -5.999
C 1.537 1.209 -6.661
O 1.170 -0.043 -6.291
C 0.195 -0.515 -7.221
C 0.493 0.317 -8.450
O 1.040 1.512 -7.885
H 0.312 -1.583 -7.386
H -0.800 -0.323 -6.814
H 1.244 -0.143 -9.095
H -0.392 0.543 -9.039
O 1.252 6.039 -2.350
C 0.347 5.991 -1.583
O -0.337 7.071 -1.130
C -1.482 6.602 -0.412
C -1.057 5.209 0.000
O -0.141 4.852 -1.038
H -1.697 7.252 0.432
H -2.341 6.594 -1.086
H -0.528 5.195 0.955
H -1.882 4.502 0.042

14
Properties=species:S:1:pos:R:3 method="wB97M-V/def2-TZVPD" smiles=CCC#CCO e_lumo_ha=0.0300 charge=0 e_above_lowest_kcal_mol=57.2 homo_ev=-9.6743
C -2.056 1.119 -0.441
C -1.452 -0.296 -0.455
C -0.043 -0.358 -0.846
C 1.158 -0.428 -0.751
C 2.478 -0.573 -0.126
O 2.344 -0.896 1.251
H -2.656 1.305 -1.337
H -2.703 1.259 0.430
H -1.273 1.883 -0.400
H -1.361 -0.716 0.555
H -2.089 -1.000 -0.996
H 3.067 0.344 -0.259
H 3.029 -1.404 -0.568
H 1.710 -0.274 1.636

7
Properties=species:S:1:pos:R:3 method="wB97M-V/def2-TZVPD" smiles="[H]/N=C/C=S" e_lumo_ha=-0.0374 charge=0 e_above_lowest_kcal_mol=33.5 homo_ev=-8.9186
H 0.838 -1.332 1.603
N 0.834 -0.539 0.964
C -0.189 -0.294 0.280
C -0.179 0.750 -0.773
S 1.212 1.283 -1.338
H -1.242 -0.843 0.357
H -1.273 0.975 -1.093

26
Properties=species:S:1:pos:R:3 method="wB97M-V/def2-TZVPD" smiles=CC(C)(C)[C@H](O)C1(C#N)CC1 e_lumo_ha=0.0231 charge=0 e_above_lowest_kcal_mol=78.9 homo_ev=-9.8279
C -0.687 -1.048 -1.799
C -0.334 0.170 -0.912
C -1.434 1.170 -1.033
C 0.981 0.738 -1.435
C -0.084 -0.463 0.483
O -1.213 -0.939 1.156
C 0.699 0.676 1.611
C 2.041 0.745 1.361
N 3.136 0.533 1.155
C 0.016 0.823 2.990
C -0.084 1.880 1.949
H -0.167 -1.884 -1.435
H -0.412 -0.716 -2.811
H -1.732 -1.176 -1.752
H -1.144 2.116 -0.688
H -2.366 0.982 -0.684
H -1.508 1.306 -2.071
H 1.648 -0.103 -1.331
H 0.881 1.062 -2.428
H 1.432 1.513 -0.892
H 0.650 -1.182 0.494
H -1.484 -1.648 0.661
H 0.748 0.802 3.776
H -0.799 0.146 3.163
H -1.101 1.845 1.677
H 0.273 2.809 2.225

22
Properties=species:S:1:pos:R:3 method="wB97M-V/def2-TZVPD" e_lumo_ha="-0.2037 / -0.2009" charge=+1 e_above_lowest_kcal_mol=113.8 homo_ev="-12.0678 / -12.4144"
C -3.535 -0.505 -0.487
C -2.890 -1.162 0.535
C -2.993 0.706 -0.973
C -1.664 -0.818 0.963
C -1.822 1.101 -0.446
C -1.016 0.323 0.408
C 3.577 0.005 -0.072
N 2.369 -0.219 -0.391
N 4.404 -0.969 0.313
N 0.078 0.880 0.872
N 1.458 0.736 -0.668
H -4.422 -0.978 -0.964
H -3.409 -2.126 0.832
H -3.614 1.246 -1.601
H -1.125 -1.470 1.712
H -1.343 2.016 -0.684
H 3.998 0.997 -0.164
H 5.051 -0.665 0.942
H 3.864 -1.812 0.607
H 0.538 0.408 1.619
H 1.744 1.814 -0.911
H 0.751 0.494 -1.442

14
Properties=species:S:1:pos:R:3 method="wB97M-V/def2-TZVPD" e_lumo_ha=-0.1640 charge=+1 e_above_lowest_kcal_mol=8.4 homo_ev=-13.9781
C 2.355 1.049 1.002
C 1.302 -0.346 -1.105
N 0.145 -0.219 -0.514
N -3.254 -0.720 -0.048
S 2.777 0.225 -0.561
H 1.936 0.336 1.706
H 1.682 1.880 0.816
H 3.290 1.431 1.402
H 1.342 -0.881 -2.045
H 0.050 0.270 0.367
H -0.727 -0.583 -0.887
H -3.411 -1.713 0.097
H -3.762 -0.243 0.689
H -3.725 -0.485 -0.918

41
Properties=species:S:1:pos:R:3 method="wB97M-V/def2-TZVPD" e_lumo_ha="0.0501 / -0.0081" spin_multiplicity=6 charge=-1 e_above_lowest_kcal_mol=28.5 homo_ev="-4.3267 / -5.5533" s2=8.787
Ru -4.736 -3.665 -3.024
Se -5.564 -3.182 -5.079
Se -3.283 -3.039 -4.852
Se -6.115 -4.741 -1.317
Se -3.895 -5.483 -1.503
Br -4.643 -0.874 -1.805
C -2.920 -0.944 -0.792
Br -3.022 -1.890 0.862
H -2.703 0.098 -0.494
H -2.204 -1.353 -1.439
C -0.628 -0.980 -3.579
O -0.688 -2.166 -2.838
C 0.181 -2.521 -1.803
O 0.232 -3.680 -1.540
H 0.124 -0.913 -4.330
H -0.465 -0.096 -2.936
H -1.603 -0.849 -4.060
N 4.176 1.867 4.807
C 3.152 2.129 3.908
C 2.100 1.282 3.931
C 0.990 1.558 3.046
C 1.053 2.582 2.115
C 2.164 3.401 2.165
C 3.203 3.214 3.001
S -0.212 2.876 0.903
O 0.425 3.658 -0.126
O -1.369 3.464 1.529
N -0.648 1.423 0.337
C 0.143 0.585 -0.304
S 1.670 1.092 -1.105
C 1.937 -0.484 -1.607
C 0.939 -1.447 -1.029
N -0.098 -0.685 -0.376
H 4.296 0.892 4.896
H 5.061 2.350 4.637
H 2.183 0.463 4.546
H 0.171 0.813 2.980
H 2.209 4.168 1.422
H 4.040 3.980 3.118
H 2.883 -0.810 -1.971
H 1.461 -2.091 -0.294

78
Properties=species:S:1:pos:R:3 method="wB97M-V/def2-TZVPD" e_lumo_ha="-0.4367 / -0.5406" spin_multiplicity=5 charge=+4 e_above_lowest_kcal_mol=0.0 homo_ev="-17.8101 / -19.0651" s2=6.070
C -5.673 -0.606 -4.169
C -4.376 -1.114 -3.975
C -3.285 -0.454 -4.592
C -3.520 0.723 -5.311
N -4.745 1.233 -5.401
C -5.798 0.586 -4.907
C -4.011 -2.221 -3.123
C -3.296 -2.888 -2.367
C -2.224 -3.272 -1.496
C -2.501 -3.469 -0.128
C -1.514 -3.174 0.804
C -0.269 -2.776 0.299
C 0.119 -2.920 -1.048
C -0.883 -3.256 -1.949
Pt 0.635 -1.567 1.583
P -0.176 0.385 0.671
H -2.273 -0.853 -4.498
H -6.561 -1.073 -3.753
H -2.688 1.234 -5.809
H -6.771 1.044 -5.103
H -0.681 -3.381 -3.010
H -3.508 -3.718 0.200
H 1.161 -2.766 -1.321
H -1.668 -3.212 1.881
C 0.271 1.887 1.561
C -0.059 3.203 0.877
H 1.349 1.838 1.784
H -0.242 1.803 2.530
H 0.218 4.014 1.559
H 0.487 3.364 -0.057
H -1.127 3.295 0.672
C 0.241 0.534 -1.094
C -0.713 1.361 -1.964
H 0.303 -0.488 -1.496
H 1.255 0.965 -1.105
H -0.245 1.489 -2.948
H -1.676 0.859 -2.134
H -0.926 2.367 -1.578
C -1.981 0.136 0.671
C -2.896 1.355 0.710
H -2.194 -0.475 1.559
H -2.191 -0.471 -0.223
H -3.930 0.984 0.700
H -2.776 1.949 1.623
H -2.780 2.010 -0.161
Br 2.134 -0.259 2.970
P 3.887 0.446 0.646
C 3.567 1.915 -0.392
C 4.812 2.778 -0.546
H 2.760 2.467 0.120
H 3.162 1.600 -1.369
H 4.589 3.599 -1.238
H 5.101 3.195 0.425
H 5.657 2.204 -0.949
C 5.327 0.575 1.749
C 6.239 -0.656 1.769
H 4.853 0.677 2.743
H 5.859 1.513 1.523
H 6.766 -0.666 2.731
H 5.666 -1.589 1.678
H 7.001 -0.638 0.977
C 4.076 -0.962 -0.514
C 5.194 -0.687 -1.514
H 3.097 -1.103 -1.005
H 4.241 -1.880 0.074
H 5.311 -1.560 -2.166
H 4.956 0.182 -2.139
H 6.153 -0.516 -1.011
C -2.124 0.362 6.006
S -1.733 -0.893 4.785
C -3.416 -1.466 4.403
O -1.283 -0.144 3.560
H -2.807 -0.040 6.754
H -2.550 1.228 5.498
H -1.177 0.631 6.477
H -3.934 -0.716 3.791
H -3.320 -2.414 3.860
H -3.946 -1.650 5.344

41
Properties=species:S:1:pos:R:3 method="wB97M-V/def2-TZVPD" e_lumo_ha=0.0850 charge=-1 homo_ev=-5.7080
C 2.273 0.184 2.027
C 2.805 1.357 1.209
N 2.055 1.585 -0.057
C 2.801 1.152 -1.250
C 1.891 0.868 -2.453
C 1.478 2.857 -0.115
S 1.972 4.130 -1.010
S 0.077 3.058 0.994
C -1.229 2.404 -0.090
C -2.453 1.909 0.686
C -2.820 0.436 0.511
S -2.136 -0.590 1.772
O -0.701 -0.553 1.629
O -2.714 -0.106 3.009
N -2.791 -2.005 1.390
S -1.882 -3.192 0.960
O -0.859 -3.622 1.875
O -2.716 -4.218 0.359
S -0.760 -2.564 -0.820
C -0.927 -3.985 -1.867
O 0.643 -2.426 -0.511
O -1.454 -1.461 -1.457
H 1.381 0.491 2.569
H 3.030 -0.208 2.707
H 1.934 -0.599 1.350
H 2.727 2.269 1.804
H 3.855 1.199 0.956
H 3.295 0.220 -0.962
H 3.580 1.871 -1.510
H 0.854 0.802 -2.105
H 1.968 1.646 -3.210
H 2.124 -0.110 -2.884
H -0.832 1.647 -0.770
H -1.538 3.256 -0.700
H -2.391 2.161 1.748
H -3.317 2.462 0.303
H -3.898 0.301 0.601
H -2.501 0.062 -0.465
H -0.642 -3.612 -2.853
H -1.956 -4.334 -1.855
H -0.227 -4.740 -1.516

F_max (eV Å⁻¹)
2.4 7.7 2.0 0.6 2.7 5.5 3.8 0.7 4.5 3.9 1.2